Entry 1:
One molecule with the formula C19H19N3O2S2 in a non-equilibrium geometry. Source: the Open Molecules 2025 dataset; level of theory: ωB97M-V/def2-TZVPD.

Summary:
Relative energy (zero: lowest compared OMol25 entry of this formula, charge and spin) = 0.0 kJ/mol
E = -1846.61960 Eh
Lowest unoccupied orbital energy = 0.55 eV
Multiplicity = 1
HOMO energy = -7.82 eV
SMILES = CC(=O)Nc1ccc(NC(=O)CCCSc2nc3ccccc3s2)cc1

Element x y z (Å)
S  1.48  1.48  1.09
S  2.94  1.27  -1.64
O  -4.29  -0.71  -1.90
O  2.64  -1.59  1.99
N  0.36  1.53  -1.26
N  1.92  -1.78  -0.16
N  -3.62  -1.18  0.23
C  -0.22  -1.54  -1.20
C  -2.24  -1.35  0.09
C  4.30  -1.79  0.28
C  -0.11  -1.65  1.20
C  1.50  1.41  -0.68
C  -0.65  1.68  -0.36
C  4.22  0.65  -0.47
C  -1.16  1.79  2.03
C  -2.00  1.83  -0.66
C  -0.24  1.67  0.99
C  -4.54  -0.85  -0.72
C  -1.59  -1.39  -1.14
C  -1.48  -1.49  1.26
C  -5.93  -0.70  -0.14
C  0.53  -1.66  -0.04
C  -2.91  1.96  0.37
C  4.64  -0.78  -0.82
C  2.87  -1.70  0.81
C  -2.49  1.94  1.70
H  -1.97  -1.47  2.22
H  0.26  -1.55  -2.16
H  5.05  1.35  -0.56
H  3.81  0.72  0.54
H  4.95  -1.62  1.14
H  -6.62  -0.41  -0.93
H  2.24  -1.84  -1.12
H  4.17  -1.07  -1.76
H  -6.26  -1.64  0.29
H  -2.32  1.83  -1.70
H  -3.95  2.08  0.14
H  4.47  -2.80  -0.08
H  -0.83  1.78  3.05
H  -3.22  2.04  2.49
H  0.47  -1.74  2.10
H  -5.94  0.06  0.64
H  -3.95  -1.23  1.19
H  -2.17  -1.28  -2.04
H  5.71  -0.81  -0.99



Entry 2:
C41H31Cl2N8O4SW as an isolated structure in a non-equilibrium geometry. Source: the Open Molecules 2025 dataset; level of theory: ωB97M-V/def2-TZVPD.

Summary:
E = -3705.60837 Eh
Lowest unoccupied orbital energy (alpha / beta) = -3.53 / -3.59 eV
Charge = +1
Multiplicity = 1
HOMO energy (alpha / beta) = -9.73 / -9.72 eV

Element x y z (Å)
W  0.23  0.34  0.25
Cl  -1.95  2.59  4.22
Cl  2.37  5.77  5.08
S  1.99  -0.95  -0.82
O  -3.06  -0.32  2.63
O  2.15  0.91  1.53
O  0.29  1.81  2.19
O  -1.29  2.29  -2.86
N  1.40  0.06  -3.24
N  4.50  -0.12  -0.76
N  -0.87  0.43  -1.61
N  0.90  2.19  -0.52
N  0.12  4.57  3.45
N  -1.72  -0.12  0.74
N  3.16  1.62  -1.05
N  0.27  -1.13  1.85
C  1.19  4.84  2.60
C  0.37  -2.13  4.45
C  -0.78  -1.01  2.69
C  0.70  1.18  -3.38
C  0.38  3.23  7.41
C  -0.76  -1.48  4.00
C  1.22  4.59  5.62
C  2.21  6.31  0.98
C  2.48  -0.11  -3.99
C  2.93  0.82  -4.90
C  -4.45  -0.17  -2.40
C  -4.08  -0.39  -0.03
C  5.28  1.00  -0.85
C  0.22  4.12  4.75
C  4.48  2.06  -1.04
C  3.20  0.25  -0.87
C  2.09  2.51  -1.09
C  3.32  5.49  0.92
C  1.16  5.99  1.81
C  1.06  2.17  -4.30
C  1.54  1.73  2.29
C  1.28  4.72  -1.63
C  -0.71  3.21  5.27
C  3.35  4.32  1.67
C  -2.74  -0.08  -0.22
C  -2.00  -0.43  2.05
C  -0.56  1.35  -2.60
C  -0.64  2.77  6.58
C  2.27  3.76  -1.70
C  2.30  3.98  2.51
C  0.12  4.44  -0.90
C  2.20  1.99  -5.06
C  -0.03  3.17  -0.39
C  -4.93  -0.42  -1.12
C  2.34  2.63  3.19
C  1.30  4.14  6.93
C  -2.25  0.19  -1.51
C  -3.12  0.12  -2.60
C  4.95  -1.44  -0.46
C  1.44  -2.30  3.58
C  1.36  -1.77  2.30
H  2.17  -1.90  1.59
H  4.75  -1.67  0.60
H  0.44  2.88  8.43
H  0.43  3.04  -4.41
H  2.33  -2.83  3.88
H  -1.37  2.08  6.95
H  3.36  2.26  3.26
H  -1.63  -1.33  4.62
H  4.74  3.10  -1.10
H  2.09  4.52  7.56
H  -4.45  -0.60  0.96
H  -2.74  0.30  -3.60
H  3.17  3.96  -2.26
H  -0.78  4.41  3.02
H  -0.66  5.17  -0.78
H  4.21  3.67  1.60
H  1.40  5.66  -2.13
H  4.42  -2.17  -1.07
H  3.83  0.64  -5.48
H  4.16  5.75  0.29
H  -5.12  -0.22  -3.24
H  6.35  0.96  -0.77
H  0.30  6.64  1.89
H  6.02  -1.51  -0.65
H  -5.97  -0.67  -0.97
H  0.41  -2.53  5.45
H  -0.96  2.88  0.10
H  2.18  7.22  0.40
H  1.88  2.65  4.18
H  2.51  2.74  -5.77
H  2.99  -1.05  -3.84



Entry 3:
C11H13ClO3SSn as an isolated structure in a non-equilibrium geometry. Source: the Open Molecules 2025 dataset; level of theory: ωB97M-V/def2-TZVPD.

Summary:
Relative energy (zero: lowest compared OMol25 entry of this formula, charge and spin) = 42.8 kJ/mol
E = -1725.24139 Eh
Lowest unoccupied orbital energy = 4.80 eV
Charge = -2
Multiplicity = 1
HOMO energy = 1.52 eV

Element x y z (Å)
Sn  1.33  0.37  0.18
Cl  1.74  0.71  2.42
S  2.92  -1.78  -0.68
O  3.20  -0.22  -0.38
O  3.65  -2.22  -1.82
O  1.40  -1.86  -0.73
C  -1.49  -0.56  2.00
C  -2.67  -0.51  1.22
C  -0.65  -1.56  1.46
C  3.40  -2.58  0.84
C  0.82  1.20  -1.93
C  -0.52  0.84  -2.29
C  -2.56  -1.51  0.19
C  -1.30  -2.14  0.35
C  -0.72  2.44  -0.65
C  0.69  2.28  -0.88
C  -1.41  1.59  -1.53
H  -0.74  0.16  -3.11
H  3.26  -1.90  1.70
H  -1.20  0.12  2.80
H  1.76  0.93  -2.43
H  4.46  -2.80  0.71
H  0.31  -1.86  1.86
H  -3.27  -1.70  -0.63
H  2.82  -3.50  0.89
H  -3.48  0.22  1.36
H  -0.85  -2.90  -0.30
H  -2.49  1.61  -1.67
H  -1.14  3.20  0.00
H  1.51  2.85  -0.43



Entry 4:
One molecule with the formula C14H18O3Si in a non-equilibrium geometry. Source: the Open Molecules 2025 dataset; level of theory: ωB97M-V/def2-TZVPD.

Summary:
E = -1059.43234 Eh
Lowest unoccupied orbital energy = 0.69 eV
Multiplicity = 1
HOMO energy = -8.88 eV
SMILES = C#Cc1ccccc1OC(=O)OCC[Si](C)(C)C

Element x y z (Å)
Si  -0.09  2.66  -1.22
O  0.56  -1.15  -1.18
O  -0.87  -1.60  0.50
O  -1.42  -0.09  -1.17
C  1.96  -3.88  2.56
C  1.41  -2.58  0.65
C  0.11  -2.41  1.13
C  -0.27  -3.04  2.32
C  0.22  1.25  -2.42
C  2.35  -3.29  1.38
C  -1.00  0.33  -2.46
C  0.69  -3.74  3.06
C  -1.91  3.13  -1.37
C  -0.51  -0.95  -0.64
C  -1.58  -3.01  2.84
C  0.27  2.16  0.56
C  -2.61  -2.90  3.43
C  1.02  4.13  -1.65
H  1.32  2.00  0.72
H  -0.75  -0.55  -3.09
H  2.04  3.76  -1.75
H  -0.28  1.23  0.67
H  -0.11  2.89  1.26
H  0.43  -4.19  3.99
H  -2.16  3.33  -2.41
H  1.03  4.81  -0.83
H  0.52  1.67  -3.37
H  0.81  4.66  -2.58
H  2.75  -4.40  3.11
H  1.07  0.69  -2.04
H  -2.14  4.03  -0.79
H  1.66  -2.13  -0.28
H  -1.86  0.86  -2.93
H  -2.58  2.34  -1.02
H  3.36  -3.42  1.03
H  -3.46  -2.58  3.97



Entry 5:
A 2-piece molecular cluster, CH4N2O2S overall in a non-equilibrium geometry. Source: the Open Molecules 2025 dataset; level of theory: ωB97M-V/def2-TZVPD.

Summary:
Relative energy (zero: lowest compared OMol25 entry of this formula, charge and spin) = 556.2 kJ/mol
E = -698.46349 Eh
Lowest unoccupied orbital energy (alpha / beta) = -0.56 / -0.56 eV
Multiplicity = 1
HOMO energy (alpha / beta) = -8.62 / -8.63 eV

Element x y z (Å)
S  2.00  -0.43  -0.67
O  -0.05  -0.85  0.79
O  -1.77  -1.03  2.23
N  -0.35  1.51  -0.50
N  -1.52  -0.57  1.24
C  0.27  -0.55  -0.46
H  -1.15  1.17  -0.97
H  -0.19  -1.32  -1.21
H  2.39  0.09  0.58
H  0.36  1.97  -1.04



Entry 6:
C13H36O11SV as an isolated structure in a non-equilibrium geometry. Source: the Open Molecules 2025 dataset; level of theory: ωB97M-V/def2-TZVPD.

Summary:
E = -2686.83793 Eh
Lowest unoccupied orbital energy = 1.97 eV
Charge = -1
Multiplicity = 1
HOMO energy = -4.45 eV

Element x y z (Å)
V  -0.14  0.73  -0.33
S  1.70  -0.04  2.48
O  1.19  -1.14  3.36
O  1.44  -0.93  -0.42
O  -1.30  -0.32  0.08
O  1.11  -3.87  2.98
O  1.87  1.92  -0.30
O  -0.19  0.84  -1.94
O  2.83  -0.47  1.61
O  -1.41  2.44  0.11
O  -3.68  -2.52  -3.47
O  2.16  0.92  3.51
O  0.64  0.56  1.62
C  -0.16  -3.98  2.37
C  1.69  3.28  -0.75
C  0.93  -1.99  -2.51
C  -2.46  4.01  1.53
C  3.26  -1.29  -1.90
C  -3.40  -1.34  -2.72
C  -0.50  -5.47  2.48
C  2.90  3.71  -1.55
C  1.53  4.11  0.53
C  1.95  -1.85  -1.38
C  -3.76  2.27  0.37
C  -2.47  2.54  1.10
C  -0.32  -3.49  0.93
H  -3.87  1.21  0.12
H  4.00  -1.09  -1.12
H  -3.26  4.22  2.24
H  1.25  -2.91  3.16
H  1.11  -2.92  -3.05
H  -1.52  4.32  1.98
H  -4.26  -3.06  -2.93
H  0.21  -6.16  2.04
H  -0.06  -2.08  -2.05
H  -1.45  3.27  -0.37
H  1.60  5.17  0.28
H  -3.06  -0.62  -3.46
H  2.76  4.74  -1.87
H  -3.82  2.86  -0.55
H  -1.49  -5.61  2.02
H  -0.90  -3.42  2.96
H  0.49  -3.86  0.29
H  3.09  -0.32  -2.38
H  -4.27  -0.95  -2.18
H  -2.24  1.87  1.93
H  0.92  -1.10  -3.13
H  -1.21  -3.86  0.42
H  -0.69  -5.69  3.54
H  3.72  -1.98  -2.62
H  -2.61  -1.54  -1.98
H  0.53  4.03  0.96
H  2.18  -0.74  0.22
H  -2.61  4.63  0.64
H  -0.25  -2.41  0.97
H  3.87  3.59  -1.05
H  3.12  3.05  -2.41
H  -4.65  2.52  0.95
H  2.12  -2.88  -1.05
H  0.79  3.43  -1.34
H  2.21  3.86  1.34
H  2.83  1.83  -0.31